1.
14
Properties=species:S:1:pos:R:3:forces:R:3 method="wB97M-V/def2-TZVPD" total_charge=+1 s_squared=2.0432 homo_lumo_gap_ha="0.2520 / 0.2472" lumo_ha="-0.243 / -0.258" total_energy_ha=-663.8039 multiplicity=3
C 2.499619 0.784312 2.569133 2.09 -0.82 3.15
C 0.181673 0.006597 0.229051 2.30 0.89 -2.75
C -0.220433 -0.393575 -2.107673 0.73 -0.70 -4.58
C -1.697962 -0.547591 -2.005982 1.80 0.69 3.14
N 2.678224 0.507284 1.398136 -0.19 -0.04 -0.51
N 0.529178 0.081445 -1.006873 0.21 0.60 3.06
S 0.471561 -0.495499 -3.620569 -0.21 0.15 2.48
H 3.177576 0.493611 3.538791 -0.71 0.04 -2.38
H 1.734327 1.353477 3.046265 -1.28 0.88 -0.34
H -0.554237 -0.537810 0.679864 -2.14 -1.20 1.32
H -2.125177 -1.387677 -2.412118 -0.47 -2.02 -1.37
H -1.961053 -0.560240 -0.952505 -0.62 0.36 0.10
H -2.006560 0.315942 -2.500278 -1.32 1.46 -0.58
H 1.432619 0.574470 -1.107817 -0.19 -0.29 -0.74

2.
14
Properties=species:S:1:pos:R:3:forces:R:3 method="wB97M-V/def2-TZVPD" smiles=Nc1c[nH]c(N)c1 homo_lumo_gap_ha=0.3015 lumo_ha=0.039 total_energy_ha=-320.8427
N 2.422961 -0.506776 0.112304 0.18 0.54 -0.85
C 1.146512 0.094945 0.028926 -0.43 0.38 -1.55
C 0.607363 1.342621 -0.323603 0.84 -0.06 1.83
N -0.800063 1.274254 -0.212049 0.25 -0.34 0.22
C -1.124290 -0.034751 -0.012682 0.12 -0.17 -0.11
N -2.388158 -0.483354 0.366762 -0.19 -0.03 -0.30
C 0.023351 -0.774221 -0.041106 -0.26 -0.41 0.05
H 3.145463 -0.332500 0.795300 -0.60 0.38 -0.12
H 2.480292 -1.414786 -0.326178 -0.01 0.19 0.33
H 1.030514 2.326764 -0.358405 0.32 0.14 -0.02
H -1.350934 2.036318 0.170583 0.26 -0.24 -0.23
H -3.141247 -0.258683 -0.265951 -0.08 0.03 -0.13
H -2.342858 -1.481772 0.533842 -0.18 0.19 0.02
H 0.118587 -1.754748 -0.476619 -0.23 -0.62 0.85

3.
14
Properties=species:S:1:pos:R:3:forces:R:3 method="wB97M-V/def2-TZVPD" homo_lumo_gap_ha=0.3624 lumo_ha=0.023 total_energy_ha=-320.8582
H -0.610128 -0.754589 -2.226442 -1.03 -0.38 -1.81
N -1.359794 -0.275605 -1.733421 0.66 0.02 0.46
C -0.676837 -0.215497 -0.670725 0.52 -0.29 -0.03
C 0.733794 -0.825719 -0.554173 -0.06 0.10 0.20
C 1.345391 0.100601 0.478968 0.21 0.02 0.19
N 0.194706 0.423829 1.312280 -0.04 0.19 0.28
C -0.986678 0.505434 0.604258 0.01 0.10 0.19
N -2.035178 1.102880 1.009509 0.30 -0.27 -0.27
H -2.785210 1.009768 0.325066 0.13 -0.06 0.02
H 0.651422 -1.860923 -0.195855 -0.03 0.27 0.18
H 1.339175 -0.868592 -1.478971 -0.62 0.23 0.21
H 1.750537 0.985305 -0.038453 -0.02 -0.09 0.21
H 2.140476 -0.359750 1.064097 -0.04 0.05 0.04
H 0.298325 1.032856 2.103862 0.01 0.11 0.12

4.
14
Properties=species:S:1:pos:R:3:forces:R:3 method="wB97M-V/def2-TZVPD" homo_lumo_gap_ha=0.2891 lumo_ha=0.032 total_energy_ha=-320.6817
N -2.336509 -0.522658 0.384028 0.10 -0.08 -0.14
C -1.125419 0.056993 0.067709 0.00 0.26 -0.01
C 0.157846 -0.518629 -0.197639 0.01 -0.07 0.08
C 1.261598 -0.062878 0.601244 -0.02 -0.30 -0.15
N 2.390209 -0.718478 0.333916 0.10 0.15 0.04
C 0.304565 1.375608 -0.900494 -0.01 0.17 0.08
N -0.933041 1.335770 -0.181863 -0.07 -0.24 0.13
H -3.122531 -0.244503 -0.189991 0.10 -0.01 0.09
H -2.287249 -1.523024 0.513910 -0.01 0.12 0.02
H 0.197313 -1.488886 -0.721704 0.05 0.19 0.03
H 3.237833 -0.467235 0.818000 -0.15 -0.03 -0.04
H 2.506675 -1.414206 -0.403565 -0.14 0.12 0.09
H 0.938213 2.127292 -0.385100 -0.02 -0.19 -0.12
H -1.436643 2.113781 0.228023 0.07 -0.09 -0.08

5.
14
Properties=species:S:1:pos:R:3:forces:R:3 method="wB97M-V/def2-TZVPD" homo_lumo_gap_ha=0.2907 lumo_ha=0.025 total_energy_ha=-320.7203
C 1.753109 -1.347952 -0.506006 0.10 -0.29 -0.13
C 1.057492 -0.029346 -0.576003 -0.48 -0.50 -0.86
C -0.239468 0.103077 -0.221327 0.52 -0.81 -1.18
C -0.901180 1.361374 0.209795 1.51 -0.06 1.13
N -2.166530 0.899601 0.671560 0.16 0.06 0.05
N -2.172894 -0.423340 0.760590 0.55 -0.09 -0.29
N -1.098294 -0.922938 0.311760 -0.22 -0.25 -0.07
H 2.824328 -1.234129 -0.309924 -0.15 0.02 -0.04
H 1.323053 -1.964207 0.291153 0.09 0.06 -0.15
H 1.640638 -1.903029 -1.442637 0.15 -0.10 0.06
H 0.094979 0.960139 0.845872 -2.59 2.89 1.36
H 1.581546 0.857801 -0.942617 -0.14 -0.29 0.17
H -0.854580 2.353316 -0.239279 0.18 -0.52 -0.05
H -2.951309 1.419732 1.033512 0.31 -0.10 -0.01

6.
14
Properties=species:S:1:pos:R:3:forces:R:3 method="wB97M-V/def2-TZVPD" homo_lumo_gap_ha=0.3297 lumo_ha=0.034 total_energy_ha=-320.7304
C 0.781469 -1.061451 -0.087839 2.23 -2.88 -1.88
C -0.536827 -1.027815 -0.272381 -1.87 1.23 0.82
C 0.930174 1.409959 -0.042278 2.04 -1.46 1.14
C 1.457004 0.066517 0.549043 2.40 1.06 -1.37
N -0.248631 1.613708 -0.284587 -2.67 -0.99 0.06
N -1.179947 0.088367 0.363221 0.93 1.39 -1.07
N -2.540592 0.314801 0.229717 0.21 0.19 -0.56
H 1.442169 -1.951899 -0.479791 -1.62 1.87 0.59
H -1.195130 -1.756855 -0.775364 0.66 0.32 0.27
H 1.780485 2.071671 -0.255077 -0.69 0.40 -0.15
H 1.294151 -0.065917 1.560862 -1.01 0.67 2.47
H 2.615641 0.172168 0.562999 -1.79 -0.92 -0.76
H -2.974185 0.360346 -0.730548 1.04 0.10 1.18
H -2.762723 1.156123 0.794650 0.14 -0.98 -0.76

7.
14
Properties=species:S:1:pos:R:3:forces:R:3 method="wB97M-V/def2-TZVPD" smiles=Nc1ccc(N)[nH]1 homo_lumo_gap_ha=0.3196 lumo_ha=0.037 total_energy_ha=-320.8270
N -2.310083 -0.818758 -0.019095 -3.39 0.14 1.20
C -1.101467 -0.153405 -0.066419 0.74 -0.67 -0.55
C -0.821498 1.180484 -0.082768 0.17 1.39 0.74
C 0.615915 1.285667 0.005066 -0.93 0.03 -0.67
C 1.061420 -0.011566 -0.048185 5.58 -0.19 -0.88
N 2.406197 -0.655434 -0.021693 0.64 0.85 2.72
N 0.110016 -0.915098 -0.171945 -4.39 3.81 0.48
H -2.699360 -0.905681 1.054105 0.90 0.57 -3.82
H -2.977409 -0.293419 -0.706913 1.11 -1.52 2.31
H -1.514373 2.110047 -0.054907 1.07 -2.18 -0.02
H 1.090264 2.265881 -0.020584 0.47 -0.77 0.10
H 3.141818 -0.730919 -0.760371 -1.62 0.84 0.72
H 2.844728 -0.484159 0.951830 -0.72 -0.40 -2.55
H 0.153836 -1.873641 -0.058122 0.38 -1.93 0.21

8.
14
Properties=species:S:1:pos:R:3:forces:R:3 method="wB97M-V/def2-TZVPD" smiles=CNc1cc[nH]n1 homo_lumo_gap_ha=0.3287 lumo_ha=0.042 total_energy_ha=-320.8632
C 2.289318 0.218807 0.276079 -0.01 -0.07 0.12
N 1.200105 0.236489 -0.679576 -0.12 0.01 -0.26
C -0.139648 0.113280 -0.351616 -0.04 0.17 -0.01
C -0.743258 -0.728166 0.618733 0.06 -0.13 0.11
C -2.097447 -0.574767 0.426076 0.02 0.03 -0.09
N -2.237313 0.306359 -0.582866 -0.18 0.12 0.01
N -1.058842 0.770490 -1.051855 0.24 -0.27 0.01
H 1.907337 -0.020407 1.276072 0.05 0.07 -0.24
H 3.033430 -0.550077 0.009904 -0.16 0.29 0.12
H 2.788188 1.200558 0.333609 -0.10 -0.31 0.03
H 1.352332 0.767275 -1.525526 -0.06 0.00 0.24
H -0.255456 -1.374357 1.329852 -0.04 -0.01 -0.07
H -2.955359 -1.052460 0.890522 0.29 0.20 -0.06
H -3.083391 0.686970 -0.969402 0.06 -0.10 0.09

9.
14
Properties=species:S:1:pos:R:3:forces:R:3 method="wB97M-V/def2-TZVPD" homo_lumo_gap_ha=0.2699 lumo_ha=0.031 total_energy_ha=-320.7295
C 0.401456 -1.599491 1.338875 -1.56 0.48 0.31
C -0.330496 -0.434541 1.494341 0.63 -0.69 -1.28
C 0.809687 -0.265532 -1.841465 3.48 -4.68 0.13
C -0.766781 1.562575 0.063360 2.59 -0.47 -0.84
N 0.860636 -1.762903 0.052437 -0.12 1.92 -0.08
N -0.260941 0.206209 0.253155 0.01 -1.16 0.42
N 0.529202 -0.603133 -0.585857 -1.49 0.99 0.55
H 0.436145 -2.445548 2.024762 0.25 0.44 -0.25
H -1.076421 0.017745 2.134293 0.51 -0.58 0.57
H 0.459361 0.509199 -2.395367 -1.29 2.25 -0.70
H 1.538693 -1.027693 -2.367492 -1.76 1.74 1.30
H -0.982932 1.772172 -0.931085 -0.54 -0.27 -2.20
H -1.672013 1.807877 0.549584 -0.61 -0.26 1.25
H 0.054405 2.263064 0.210459 -0.10 0.29 0.82

10.
14
Properties=species:S:1:pos:R:3:forces:R:3 method="wB97M-V/def2-TZVPD" homo_lumo_gap_ha=0.3793 lumo_ha=0.032 total_energy_ha=-320.8228
H -1.234920 1.786786 1.792053 -0.36 0.26 0.12
N -0.589898 1.242557 1.246967 -0.41 0.40 0.38
C -1.110958 0.166354 0.805593 0.50 0.44 0.16
C -2.538850 -0.161181 1.025090 -0.66 -0.16 0.14
N -3.665407 -0.310654 1.255237 1.39 0.09 -0.34
N -0.310990 -0.686190 0.126447 0.88 0.76 0.37
C 1.240185 -0.132228 -0.109873 -1.18 -0.92 0.02
C 1.210978 0.390954 -1.528646 -0.29 -0.13 -0.08
H -0.807640 -1.505218 -0.268491 1.48 0.70 0.01
H 1.687409 0.688926 0.513566 -1.73 -0.95 0.18
H 1.784388 -1.024068 0.160679 0.45 -0.28 -0.64
H 0.421094 1.141907 -1.463237 -0.04 0.02 -0.50
H 0.908693 -0.418154 -2.188828 0.00 0.20 -0.35
H 2.096256 0.906215 -1.932328 -0.02 -0.44 0.52